{"formula": "C29H39As3N2O3SSc", "method": "ωB97M-V/def2-TZVPD", "fmax_ev_per_a": 0.47, "e_homo_ev": -10.8, "e_tot_ha": -9329.761932, "orbital_gap_ev": 7.9, "total_charge": 1, "symbols": ["As", "As", "As", "Sc", "S", "O", "O", "O", "N", "N", "C", "C", "C", "C", "C", "C", "C", "C", "C", "C", "C", "C", "C", "C", "C", "C", "C", "C", "C", "C", "C", "C", "C", "C", "C", "C", "C", "C", "C", "H", "H", "H", "H", "H", "H", "H", "H", "H", "H", "H", "H", "H", "H", "H", "H", "H", "H", "H", "H", "H", "H", "H", "H", "H", "H", "H", "H", "H", "H", "H", "H", "H", "H", "H", "H", "H", "H", "H"], "positions_angstrom": [[-1.044, -1.216, -0.617], [1.022, 1.031, -2.161], [0.781, -3.885, -4.482], [-0.041, 1.337, 0.792], [-0.007, -0.981, 3.675], [0.822, -0.152, 4.485], [0.406, -2.305, 3.329], [-2.098, 0.986, 1.354], [-0.413, -0.159, 2.274], [1.995, 2.684, 0.729], [2.747, 0.475, -2.887], [2.968, 2.707, -0.192], [2.889, 4.752, 1.549], [-0.172, 0.245, -3.508], [-1.707, 0.210, 2.268], [-1.666, -0.992, 4.271], [-0.476, -4.917, -3.390], [-0.483, -1.260, -3.598], [-1.192, 2.912, 3.359], [-0.181, 2.869, 2.387], [-1.432, -1.679, -2.473], [0.263, -2.566, -0.090], [0.126, 4.281, 4.830], [1.125, 4.307, 3.879], [0.955, 3.630, 2.670], [-2.646, -2.003, 0.146], [2.409, -4.511, -3.594], [-1.234, -1.445, -4.926], [-4.338, -0.764, 4.822], [-1.054, 3.603, 4.554], [3.916, 3.698, -0.315], [-2.497, -0.307, 3.403], [-3.849, -0.174, 3.663], [0.883, 2.839, -2.891], [1.988, 3.690, 1.631], [-2.132, -1.584, 5.426], [0.802, -2.101, -3.610], [3.858, 4.764, 0.570], [-3.493, -1.457, 5.686], [-1.504, -4.702, -3.678], [2.589, -5.549, -3.870], [2.044, 4.838, 4.093], [-1.639, -2.454, -5.022], [4.670, 3.629, -1.086], [-2.411, -1.222, -2.657], [3.258, -3.918, -3.934], [-2.759, -3.009, -0.259], [3.590, 0.987, -2.433], [-3.904, -1.905, 6.581], [0.266, 0.578, -4.455], [-4.495, 0.369, 2.986], [0.168, -2.748, 0.978], [-2.570, -2.071, 1.229], [-0.282, -5.967, -3.615], [-2.143, 2.428, 3.181], [0.087, -3.490, -0.639], [-5.389, -0.688, 5.062], [1.371, 2.866, -3.866], [-1.475, -2.117, 6.099], [-1.863, 3.603, 5.274], [1.338, 3.578, -2.235], [-1.586, -2.758, -2.479], [2.323, -4.435, -2.510], [-3.512, -1.396, -0.115], [-0.348, -4.767, -2.319], [-0.172, 3.079, -3.019], [-0.575, -1.271, -5.779], [1.281, -2.227, -0.285], [-1.109, 0.801, -3.391], [3.011, 1.860, -0.850], [2.806, 5.569, 2.250], [1.542, -1.585, -4.229], [2.734, 0.692, -3.955], [4.559, 5.586, 0.502], [1.233, -2.195, -2.608], [0.259, 4.792, 5.774], [2.883, -0.592, -2.740], [-2.072, -0.747, -4.995]], "nbo_charge": [0.867, 0.823, 0.907, 1.875, 2.328, -0.882, -0.909, -0.720, -1.017, -0.579, -0.925, 0.063, -0.237, -0.687, 0.660, -0.307, -0.967, -0.069, -0.220, -0.542, -0.711, -0.952, -0.198, -0.200, -0.040, -0.936, -0.951, -0.609, -0.188, -0.180, -0.263, -0.098, -0.169, -0.933, 0.228, -0.174, -0.735, -0.115, -0.162, 0.226, 0.239, 0.211, 0.220, 0.235, 0.231, 0.228, 0.235, 0.230, 0.235, 0.228, 0.240, 0.268, 0.233, 0.242, 0.204, 0.225, 0.234, 0.236, 0.248, 0.217, 0.240, 0.235, 0.212, 0.241, 0.206, 0.238, 0.221, 0.227, 0.229, 0.194, 0.237, 0.220, 0.234, 0.235, 0.207, 0.223, 0.245, 0.213]}



{"formula": "C29H39AuBN9OS2", "method": "ωB97M-V/def2-TZVPD", "fmax_ev_per_a": 0.33, "e_homo_ev": [-16.5, -16.5], "e_tot_ha": -2652.483446, "orbital_gap_ev": [9.0, 5.1], "e_above_lowest_kj_mol": 56.6, "spin_multiplicity": 4, "total_charge": 3, "symbols": ["Au", "S", "S", "O", "N", "N", "N", "N", "N", "N", "N", "N", "N", "C", "C", "C", "C", "C", "C", "C", "C", "C", "C", "C", "C", "C", "C", "C", "C", "C", "C", "C", "C", "C", "C", "C", "C", "C", "C", "C", "C", "C", "B", "H", "H", "H", "H", "H", "H", "H", "H", "H", "H", "H", "H", "H", "H", "H", "H", "H", "H", "H", "H", "H", "H", "H", "H", "H", "H", "H", "H", "H", "H", "H", "H", "H", "H", "H", "H", "H", "H", "H"], "positions_angstrom": [[0.515, 0.499, 0.297], [-0.665, 0.467, -3.237], [3.226, 3.268, -2.111], [-0.140, -0.474, -2.131], [2.389, -4.540, 1.180], [-0.128, -1.903, 2.010], [0.930, -2.629, -0.090], [2.170, -0.149, 1.553], [-0.227, -3.320, -0.441], [1.459, 1.925, -0.855], [-0.626, -0.778, 1.418], [2.357, -1.493, 1.682], [1.624, -3.874, 1.969], [3.547, -1.689, 2.294], [-3.847, 1.170, -3.379], [2.712, 1.915, -1.232], [1.393, -4.594, 3.162], [-1.817, -0.497, 1.952], [0.236, 1.395, -5.681], [-2.125, -1.477, 2.894], [-1.000, 4.608, -1.547], [-1.342, -4.043, -2.498], [1.164, 5.161, -2.490], [-0.156, 5.476, -2.259], [0.802, 3.083, -1.276], [0.617, 0.501, -4.502], [-0.536, 3.411, -1.051], [1.631, -2.274, -1.140], [3.541, -6.730, 1.151], [-2.603, 0.695, 1.528], [-3.100, 0.537, -4.545], [3.319, 1.969, 2.132], [-0.262, -3.363, -1.739], [4.133, -0.474, 2.537], [2.045, -5.782, 3.078], [0.900, -2.677, -2.281], [3.227, 0.485, 2.059], [-1.987, -0.413, -4.098], [-1.052, -2.334, 2.892], [1.635, 3.947, -1.988], [0.050, 2.859, -5.299], [2.685, -5.764, 1.831], [1.185, -2.454, 1.428], [2.482, 2.450, 1.631], [-4.625, 1.839, -3.741], [-2.047, 1.617, 1.714], [1.813, 5.834, -3.034], [3.900, -2.679, 2.529], [-3.532, 0.755, 2.089], [3.387, 1.109, -0.984], [-2.695, 1.305, -5.205], [5.078, -0.291, 3.019], [1.219, -2.631, -3.308], [-3.179, 1.762, -2.746], [-3.788, -0.051, -5.156], [-2.030, 4.895, -1.380], [0.948, 3.249, -4.815], [-2.853, 0.634, 0.467], [1.037, 1.300, -6.415], [-0.135, 3.463, -6.185], [-3.019, -1.555, 3.489], [-1.549, -0.968, -4.930], [1.502, 0.884, -3.987], [-0.790, 3.009, -4.616], [-2.351, -1.121, -3.351], [-4.325, 0.410, -2.760], [-1.189, 2.744, -0.498], [4.501, -6.263, 0.905], [-1.260, -5.124, -2.382], [3.312, 2.284, 3.177], [2.074, -6.560, 3.822], [3.089, -7.001, 0.189], [2.578, -1.765, -1.061], [-2.320, -3.750, -2.116], [0.797, -0.532, -4.808], [3.704, -7.624, 1.745], [-0.657, 1.002, -6.171], [-0.551, 6.413, -2.628], [4.253, 2.324, 1.697], [0.825, -4.181, 3.973], [-1.281, -3.813, -3.559], [-0.934, -3.233, 3.462]], "mulliken_spin": [0.580, 0.047, 0.001, 0.195, 0.321, -0.021, 0.179, 0.163, 0.008, 0.070, 0.152, -0.009, 0.221, 0.001, 0.000, -0.005, 0.163, -0.027, -0.005, 0.000, 0.012, 0.007, 0.001, 0.000, 0.003, -0.003, 0.008, 0.210, 0.003, 0.056, 0.000, 0.003, 0.169, 0.015, 0.039, 0.210, -0.010, -0.001, 0.006, -0.001, 0.003, 0.226, -0.073, -0.001, 0.000, -0.005, 0.000, 0.001, 0.002, 0.000, 0.000, 0.001, -0.002, 0.001, 0.000, 0.000, 0.000, -0.016, 0.001, 0.000, 0.001, 0.001, 0.005, 0.000, 0.003, 0.000, -0.003, 0.040, 0.005, -0.001, 0.003, 0.041, 0.018, 0.002, 0.005, -0.002, 0.000, 0.000, -0.001, -0.019, 0.000, -0.002]}